Record 1
{
  "formula": "C5H6O",
  "method": "ωB97M-V with the def2-TZVPD basis set",
  "species": ["C", "C", "C", "C", "C", "O", "H", "H", "H", "H", "H", "H"],
  "xyz": [[-0.45849, 1.71850, 0.33524], [-0.34673, 0.25295, 0.18693], [-1.05047, -0.84802, -0.55667], [1.64985, -1.43060, 0.13722], [0.55941, -0.71753, -0.09255], [-1.80853, -1.81371, -0.47582], [-1.31232, 0.04322, -1.26337], [-0.18487, 1.94804, 1.37181], [0.23194, 2.26553, -0.31249], [-1.48099, 2.05986, 0.16730], [2.53000, -0.98886, 0.58882], [1.67120, -2.48939, -0.08640]],
  "forces_ev_per_angstrom": [[-0.11, 0.18, -0.66], [1.27, 0.26, 0.66], [-0.88, 0.33, 0.84], [-0.04, -0.52, -0.25], [-0.72, 0.62, -0.14], [0.52, -0.12, -0.36], [0.06, -0.65, -0.15], [-0.05, -0.17, -0.08], [-0.05, 0.02, 0.05], [0.06, -0.01, 0.04], [-0.34, -0.08, 0.68], [0.28, 0.14, -0.63]],
  "lowdin_charge": [-0.0345, -0.1267, -0.3523, 0.0505, -0.1436, 0.0203, 0.1873, 0.1019, 0.0890, 0.0902, 0.0566, 0.0614],
  "fmax_ha_per_bohr": 0.0283,
  "orbital_gap_ev": [7.05, 7.11],
  "de_lowest_ev": 5.626,
  "e_tot_ev": -7323.6587
}

---

Record 2
{
  "formula": "C5H6O",
  "method": "ωB97M-V with the def2-TZVPD basis set",
  "species": ["O", "C", "C", "C", "C", "C", "H", "H", "H", "H", "H", "H"],
  "xyz": [[-1.36517, -1.05699, -0.46592], [-0.70415, -0.63213, 0.54467], [-0.41435, 0.88851, 0.44188], [0.26270, 0.85889, -0.92871], [1.24683, -0.09037, -0.68325], [1.46737, -1.08895, 0.04353], [-0.78800, -1.21483, 1.46149], [0.21510, 1.22010, 1.27488], [-1.36971, 1.43236, 0.47085], [-0.95245, -0.37807, -1.19206], [0.24775, 1.64089, -1.67446], [2.15408, -1.57944, 0.70711]],
  "forces_ev_per_angstrom": [[0.18, 0.09, 0.07], [-0.21, 0.07, 0.03], [-0.08, 0.00, 0.08], [0.21, 0.07, -0.02], [-0.22, -0.28, 0.25], [0.16, 0.29, -0.26], [0.05, 0.04, -0.15], [-0.07, -0.05, -0.12], [0.11, -0.07, 0.01], [-0.07, -0.07, 0.05], [0.04, -0.15, 0.10], [-0.10, 0.07, -0.05]],
  "lowdin_charge": [0.0267, -0.1852, -0.1626, -0.2038, -0.1661, 0.0634, 0.1405, 0.1094, 0.1139, 0.1408, 0.0816, 0.0414],
  "fmax_ha_per_bohr": 0.0085,
  "orbital_gap_ev": [7.55, 7.55],
  "de_lowest_ev": 5.409,
  "e_tot_ev": -7323.8759
}

---

Record 3
{
  "formula": "C5H6O",
  "method": "ωB97M-V with the def2-TZVPD basis set",
  "species": ["C", "C", "C", "O", "C", "C", "H", "H", "H", "H", "H", "H"],
  "xyz": [[-0.83277, 0.71232, 0.69407], [-1.11324, 0.10539, -0.70908], [0.30906, 0.06337, -1.20218], [1.19299, 0.90193, -0.39977], [0.61563, 0.20570, 0.73821], [0.34608, -1.04751, -0.14982], [-1.51123, 0.33611, 1.46367], [-0.87896, 1.80668, 0.66939], [-0.79159, -1.39953, -0.09624], [0.57903, -0.00886, -2.25351], [1.24074, 0.23291, 1.63556], [0.91773, -1.93068, -0.29878]],
  "forces_ev_per_angstrom": [[0.07, -0.26, -0.07], [0.14, 0.84, -0.38], [-0.05, 0.48, -0.04], [-0.22, -0.31, 0.07], [0.10, 0.01, -0.01], [-1.84, -0.05, 0.29], [0.15, -0.03, -0.12], [-0.03, -0.13, -0.08], [1.29, 0.04, 0.46], [-0.11, -0.10, 0.25], [-0.18, 0.01, -0.22], [0.68, -0.50, -0.13]],
  "lowdin_charge": [-0.1556, 0.0727, -0.3026, -0.0753, -0.2533, -0.0642, 0.1084, 0.1223, 0.1385, 0.1437, 0.1459, 0.1196],
  "fmax_ha_per_bohr": 0.0362,
  "orbital_gap_ev": 9.59,
  "de_lowest_ev": 5.292,
  "e_tot_ev": -7323.9922
}

---

Record 4
{
  "formula": "C5H6O",
  "method": "ωB97M-V with the def2-TZVPD basis set",
  "species": ["C", "C", "C", "C", "C", "O", "H", "H", "H", "H", "H", "H"],
  "xyz": [[0.43827, -1.42268, -0.83725], [0.63199, -0.36083, 0.24540], [-0.52174, 0.62376, 0.10556], [-0.29374, 2.12754, 0.28267], [-1.18963, 1.97183, 1.13829], [-1.66123, 0.18005, -0.05562], [-0.59478, -1.77615, -0.80149], [0.61035, -0.99228, -1.82968], [1.11727, -2.26646, -0.69877], [1.63263, 0.08325, 0.21320], [0.50537, -0.80744, 1.24101], [-1.89877, 1.79027, 1.91594]],
  "forces_ev_per_angstrom": [[0.02, -0.11, -0.07], [-0.05, 0.03, 0.00], [-0.98, -1.06, -0.10], [-0.37, -0.06, 0.36], [0.87, 1.27, 0.56], [0.72, -0.38, -0.73], [0.23, -0.07, -0.04], [0.02, -0.09, 0.14], [-0.03, 0.10, -0.01], [-0.38, 0.20, -0.05], [0.04, 0.03, -0.13], [-0.09, 0.14, 0.06]],
  "lowdin_charge": [-0.0990, -0.1745, -0.5126, 0.0491, 0.1429, 0.0309, 0.0719, 0.0825, 0.0737, 0.1133, 0.1248, 0.0971],
  "fmax_ha_per_bohr": 0.0319,
  "orbital_gap_ev": 10.15,
  "de_lowest_ev": 4.101,
  "e_tot_ev": -7325.1839
}

---

Record 5
{
  "formula": "C5H6O",
  "method": "ωB97M-V with the def2-TZVPD basis set",
  "species": ["C", "C", "C", "C", "C", "O", "H", "H", "H", "H", "H", "H"],
  "xyz": [[1.21328, -0.08759, 0.57106], [-0.00589, -0.01350, 0.65929], [-1.50150, 0.46100, 0.41865], [2.55930, 0.16936, 0.35187], [-2.32162, -0.04322, -0.76326], [-1.06601, -0.61110, 1.26855], [2.90149, -0.71540, -0.25819], [3.25762, 0.25059, 1.23194], [2.64202, 1.01245, -0.32969], [-2.96386, -0.85265, -0.32108], [-1.68442, -0.28296, -1.64144], [-3.03041, 0.71303, -1.18771]],
  "forces_ev_per_angstrom": [[0.90, -0.14, 1.12], [-4.56, 1.70, -0.54], [2.64, -2.42, -0.34], [2.78, -1.30, -1.20], [-1.17, 1.06, 0.08], [-1.47, 0.10, 0.47], [0.32, 0.82, 0.51], [-0.98, 0.15, -0.73], [0.45, 0.47, 0.06], [0.79, 0.39, -0.91], [-0.25, -0.49, 0.82], [0.55, -0.35, 0.66]],
  "lowdin_charge": [-0.0304, -0.2694, -0.0483, -0.1260, -0.0760, 0.0174, 0.0976, 0.1016, 0.0837, 0.0924, 0.0841, 0.0734],
  "fmax_ha_per_bohr": 0.0953,
  "orbital_gap_ev": [8.41, 8.06],
  "spin_multiplicity": 3,
  "de_lowest_ev": 2.192,
  "s_squared": 2.02,
  "e_tot_ev": -7322.5742
}

---

Record 6
{
  "formula": "C5H6O2",
  "method": "ωB97M-V with the def2-TZVPD basis set",
  "species": ["C", "C", "O", "C", "O", "C", "C", "H", "H", "H", "H", "H", "H"],
  "xyz": [[1.29125, 1.38114, 0.27864], [0.23888, 0.37545, 0.55650], [-1.89726, 0.64626, -0.55861], [-2.08864, -0.54210, -0.44843], [-1.18740, -1.43138, 0.01575], [0.15278, -0.89266, 0.01698], [1.28801, -1.53794, -0.44473], [1.97417, 1.01624, -0.48682], [1.83301, 1.60415, 1.20420], [0.82228, 2.32868, -0.03532], [-0.50844, 0.67728, 1.29387], [-3.04506, -1.01079, -0.73919], [1.12640, -2.61434, -0.65284]],
  "forces_ev_per_angstrom": [[0.09, -0.19, -0.02], [0.16, 0.02, 0.29], [-0.31, -0.50, -0.14], [-0.05, 0.29, -0.07], [-0.22, 0.19, -0.23], [0.55, 0.21, -0.20], [-0.54, 0.18, 0.04], [0.00, 0.07, 0.13], [0.01, -0.01, -0.09], [-0.01, -0.36, 0.09], [0.12, -0.11, -0.24], [0.37, -0.12, 0.23], [-0.15, 0.33, 0.21]],
  "lowdin_charge": [-0.0642, -0.0354, 0.0612, -0.3056, 0.0123, -0.3947, 0.1642, 0.0727, 0.0935, 0.1002, 0.1307, 0.1524, 0.0128],
  "fmax_ha_per_bohr": 0.0121,
  "orbital_gap_ev": 7.69,
  "de_lowest_ev": 4.309,
  "e_tot_ev": -9372.7861
}

---

Record 7
{
  "formula": "C5H6O2",
  "method": "ωB97M-V with the def2-TZVPD basis set",
  "species": ["C", "C", "C", "O", "C", "C", "O", "H", "H", "H", "H", "H", "H"],
  "xyz": [[-1.13363, -0.41204, -0.51682], [-0.84385, 0.86488, 0.25829], [0.65868, 1.03212, 0.49769], [1.13094, 2.06950, 0.91163], [1.53335, -0.13141, 0.20298], [1.16147, -1.37940, -0.05845], [0.93757, -2.49726, -0.28421], [-1.32493, -1.26546, 0.14580], [-1.94768, -0.36012, -1.23170], [-0.25299, -0.56229, -1.15516], [-1.33584, 0.89454, 1.23866], [-1.18776, 1.74825, -0.28780], [2.60467, -0.00131, 0.27907]],
  "forces_ev_per_angstrom": [[-0.14, 0.07, -0.17], [-0.01, 0.07, -0.04], [0.00, 0.08, 0.09], [-0.15, -0.39, -0.19], [0.13, -0.08, 0.16], [0.35, -0.85, -0.01], [0.43, 0.94, 0.28], [0.18, 0.15, -0.33], [-0.37, 0.27, 0.18], [-0.69, -0.28, -0.07], [0.10, -0.02, -0.17], [0.16, -0.02, 0.12], [0.02, 0.06, 0.15]],
  "lowdin_charge": [-0.1051, -0.1463, -0.4178, 0.0680, -0.0042, -0.2129, 0.1970, 0.0917, 0.0849, 0.0678, 0.1258, 0.1216, 0.1295],
  "fmax_ha_per_bohr": 0.0208,
  "orbital_gap_ev": 10.36,
  "de_lowest_ev": 1.135,
  "smiles": "CCC(=O)C=C=O",
  "e_tot_ev": -9375.9609
}

---

Record 8
{
  "formula": "C5H6O2",
  "method": "ωB97M-V with the def2-TZVPD basis set",
  "species": ["C", "C", "C", "C", "O", "C", "O", "H", "H", "H", "H", "H", "H"],
  "xyz": [[-1.79879, -1.38728, -1.51942], [-1.04706, -0.65252, -0.92988], [-0.05159, 0.22777, -0.31380], [1.33624, -0.38381, -0.48239], [2.24706, -0.17609, 0.28664], [-0.27535, 0.60772, 1.16523], [0.56758, 1.67270, 1.52074], [-2.46700, -2.02769, -2.05244], [-0.04423, 1.17639, -0.87273], [1.47264, -1.04924, -1.35588], [-0.10531, -0.27717, 1.79640], [-1.30493, 0.94060, 1.31778], [1.47076, 1.32862, 1.43975]],
  "forces_ev_per_angstrom": [[0.38, 0.36, 0.33], [-0.41, -0.37, -0.29], [0.03, 0.06, 0.01], [0.40, 0.05, 0.22], [-0.42, -0.13, -0.37], [-0.29, -0.21, -0.05], [0.21, -0.04, 0.06], [0.08, 0.10, 0.14], [0.05, -0.11, 0.01], [0.00, 0.09, 0.04], [-0.04, 0.12, -0.09], [0.11, -0.07, -0.09], [-0.11, 0.14, 0.07]],
  "lowdin_charge": [0.1331, -0.1108, -0.2746, -0.1856, 0.0618, -0.2312, -0.0555, 0.0310, 0.1658, 0.1333, 0.1320, 0.1274, 0.0733],
  "fmax_ha_per_bohr": 0.0121,
  "orbital_gap_ev": 10.75,
  "de_lowest_ev": 2.382,
  "smiles": "C#C[C@H](C=O)CO",
  "e_tot_ev": -9374.7135
}

---

Record 9
{
  "formula": "C5H6O2",
  "method": "ωB97M-V with the def2-TZVPD basis set",
  "species": ["C", "C", "C", "C", "O", "C", "O", "H", "H", "H", "H", "H", "H"],
  "xyz": [[-0.23103, 1.72333, -0.83861], [0.02744, 0.67207, 0.20743], [0.47178, -0.96249, -0.26303], [0.33068, -2.12314, 0.41515], [1.30718, 0.23651, 0.37165], [-0.82548, 0.66821, 1.35567], [-1.44557, -0.03242, 2.05141], [0.46949, -0.92450, -1.34407], [-1.26103, 1.67547, -1.20079], [0.44584, 1.57538, -1.68193], [-0.04165, 2.71771, -0.42879], [0.43820, -2.17064, 1.48948], [0.31414, -3.05548, -0.13357]],
  "forces_ev_per_angstrom": [[0.02, 0.11, -0.04], [-1.54, 1.05, 0.31], [1.77, 0.52, 0.71], [0.25, 0.50, 0.20], [-0.93, -1.87, -0.71], [0.78, -0.98, -0.33], [-0.11, 0.38, -0.12], [0.18, 0.20, 0.04], [0.04, 0.06, 0.08], [-0.05, -0.10, 0.10], [-0.01, -0.03, -0.13], [0.14, 0.03, -0.04], [-0.56, 0.14, -0.06]],
  "lowdin_charge": [-0.0176, -0.4842, -0.1522, 0.0331, -0.0033, -0.0560, 0.1721, 0.1231, 0.0925, 0.0906, 0.0874, 0.0596, 0.0549],
  "fmax_ha_per_bohr": 0.0428,
  "orbital_gap_ev": [7.55, 7.27],
  "de_lowest_ev": 4.740,
  "e_tot_ev": -9372.3557
}

---

Record 10
{
  "formula": "C5H6O2",
  "method": "ωB97M-V with the def2-TZVPD basis set",
  "species": ["C", "C", "C", "C", "C", "O", "O", "H", "H", "H", "H", "H", "H"],
  "xyz": [[-2.06297, 1.23964, -0.08237], [-1.28011, 0.14611, -0.03205], [-0.78051, -1.29725, -0.05982], [0.14233, -0.15615, -0.06947], [1.41752, 0.17311, -0.11306], [1.88690, 1.44097, -0.11811], [2.38539, -0.79511, -0.10641], [-3.15491, 1.13494, -0.32860], [-1.50701, 2.21161, 0.19740], [-0.99906, -1.92724, 0.77311], [-1.01152, -1.88415, -0.87967], [2.65284, 1.31669, 0.48541], [2.31110, -1.60316, 0.33364]],
  "forces_ev_per_angstrom": [[0.43, -0.48, 0.39], [1.65, 0.82, -0.30], [-1.30, 1.17, 0.37], [-1.05, 0.35, 0.65], [-1.18, -1.47, 0.53], [0.99, -1.13, 0.75], [1.84, 3.05, -1.72], [1.21, 0.54, 0.71], [-1.44, -1.44, -1.00], [0.26, 0.08, 1.23], [-0.04, -0.80, -2.22], [-0.13, 0.88, -0.59], [-1.25, -1.58, 1.21]],
  "lowdin_charge": [0.0296, -0.2064, -0.0392, -0.1327, -0.3864, 0.1012, 0.0976, 0.0611, 0.0897, 0.0938, 0.0729, 0.1325, 0.0863],
  "fmax_ha_per_bohr": 0.0770,
  "orbital_gap_ev": 8.65,
  "de_lowest_ev": 3.760,
  "smiles": "C=C1CC1=C(O)O",
  "e_tot_ev": -9373.3352
}